Record 1
Here is C28H24N5RuS5Sb2 as an isolated structure at a distorted geometry from OMol25. Energies are from the ωB97M-V functional and the def2-TZVPD basis.

Properties
2S+1	2
charge	0
HOMO-LUMO gap (spin up / spin down)	6.666 / 6.543	eV
energy above the lowest of the compared OMol25 structures with the same formula, charge and spin	0.00	kJ/mol

Geometry as XYZ:
```
65
Properties=species:S:1:pos:R:3:forces:R:3:lowdin_charge:R:1
Ru -1.4666 -1.1437 -0.6957 0.6 -0.1 -1.1 0.19
S -3.7066 -0.8867 -1.6063 -0.1 0.1 0.1 -0.01
Sb -3.7605 0.6881 0.1629 0.3 -0.4 -0.2 0.18
S -2.3708 -1.3204 1.2308 -1.0 0.5 0.6 0.09
S -1.5195 1.1779 -0.5654 -0.1 0.5 -0.3 0.01
S -5.2720 2.3678 0.1486 0.3 -0.4 0.3 -0.19
N -4.0993 -6.4214 -3.4027 0.0 0.0 0.0 0.17
C -3.3283 -5.9250 -2.7117 0.0 0.0 0.0 -0.17
C -2.3486 -5.3152 -1.8550 0.0 0.0 0.0 -0.19
C -1.4429 -6.0921 -1.1422 0.0 0.0 0.0 0.00
C -0.5218 -5.4488 -0.3382 0.0 0.0 0.0 -0.03
C -0.5356 -4.0661 -0.2774 0.1 0.0 0.0 -0.14
N -1.4021 -3.3194 -0.9691 -0.1 0.1 0.2 -0.08
C -2.3030 -3.9314 -1.7340 0.0 0.0 -0.1 -0.08
H -1.4725 -7.1704 -1.2175 0.0 0.0 0.0 0.13
H 0.1992 -6.0046 0.2433 0.0 0.0 0.0 0.11
H 0.1612 -3.5200 0.3466 0.0 0.0 0.0 0.05
H -3.0101 -3.3012 -2.2569 0.0 0.0 0.0 0.06
N -1.4530 0.5816 -5.9299 0.1 0.1 0.0 0.14
C -0.8223 -0.2140 -5.0266 0.0 0.0 0.0 -0.36
C -1.2803 -0.2768 -3.6935 0.0 0.1 0.0 -0.12
N -0.6706 -1.0328 -2.8067 -0.1 -0.1 0.1 -0.08
C 0.4027 -1.7390 -3.2027 0.0 0.0 0.0 -0.17
C 0.8327 -1.6669 -4.5061 0.0 0.0 0.0 -0.12
N 0.2299 -0.9136 -5.4284 0.0 0.0 0.0 0.13
H -2.3239 1.0230 -5.7014 0.0 0.0 0.0 0.10
H -1.1716 0.5228 -6.8917 0.0 0.0 0.0 0.10
H -2.1443 0.2821 -3.3582 0.0 0.0 0.0 0.04
H 0.9111 -2.3369 -2.4605 0.0 0.0 0.0 0.07
H 1.6965 -2.2349 -4.8290 0.0 0.0 0.0 0.11
S 0.8665 -1.0178 0.0433 -0.1 0.0 -0.1 0.11
Sb 0.7837 1.0597 1.0919 0.0 -0.3 0.2 1.18
C -0.6692 1.2501 2.5930 0.1 0.1 0.2 -0.41
C -0.7081 0.2432 3.5490 0.1 0.1 0.1 -0.18
C -1.6604 0.2890 4.5564 0.0 0.0 0.0 -0.08
C -2.5630 1.3419 4.6106 0.0 0.0 0.0 -0.07
C -2.5185 2.3500 3.6573 0.0 0.0 0.0 -0.08
C -1.5712 2.3045 2.6442 -0.1 0.0 0.0 -0.16
C 2.5044 0.8830 2.3425 0.0 0.1 -0.1 -0.35
C 3.1297 2.0397 2.8017 0.0 0.0 0.0 -0.12
C 4.2036 1.9590 3.6756 0.0 0.0 0.0 -0.08
C 4.6610 0.7181 4.0979 0.0 0.0 0.0 -0.09
C 4.0448 -0.4384 3.6430 0.0 0.0 0.0 -0.08
C 2.9692 -0.3575 2.7672 0.0 0.0 0.0 -0.14
C 1.3536 2.7859 0.0300 0.0 0.0 -0.1 -0.38
C 0.5502 3.9148 -0.0712 -0.1 0.0 0.0 -0.13
C 1.0004 5.0163 -0.7823 0.0 0.0 0.0 -0.07
C 2.2357 4.9790 -1.4162 0.0 0.0 0.0 -0.08
C 3.0267 3.8425 -1.3360 0.0 0.0 0.0 -0.08
C 2.5899 2.7459 -0.6047 0.0 0.1 0.0 -0.12
H -0.0137 -0.5883 3.5029 0.0 0.0 0.0 0.10
H -1.7025 -0.5021 5.2937 0.0 0.0 0.0 0.11
H -3.3087 1.3738 5.3943 0.0 0.0 0.0 0.11
H -3.2295 3.1653 3.6899 0.0 0.0 0.0 0.11
H -1.5726 3.0749 1.8818 0.0 -0.1 0.1 0.08
H 2.7845 3.0157 2.4736 0.0 0.0 0.0 0.10
H 4.6834 2.8640 4.0259 0.0 0.0 0.0 0.10
H 5.4999 0.6536 4.7789 0.0 0.0 0.0 0.10
H 4.4032 -1.4071 3.9677 0.0 0.0 0.0 0.10
H 2.4989 -1.2631 2.4038 0.0 0.0 0.0 0.06
H -0.4383 3.9337 0.3709 0.1 0.0 0.0 0.08
H 0.3774 5.8982 -0.8546 0.0 0.0 0.0 0.11
H 2.5775 5.8364 -1.9815 0.0 0.0 0.0 0.10
H 3.9843 3.8072 -1.8390 0.0 0.0 0.0 0.11
H 3.2201 1.8670 -0.5269 0.0 0.0 0.0 0.11
```
Forces are in eV/Å.


Record 2
Here is a 2-piece molecular cluster, C4H5N3 overall at a distorted geometry from OMol25. Energies are from the ωB97M-V functional and the def2-TZVPD basis.

Properties
charge	0
HOMO-LUMO gap	9.441	eV
energy above the lowest of the compared OMol25 structures with the same formula, charge and spin	672.55	kJ/mol

Geometry as XYZ:
```
12
Properties=species:S:1:pos:R:3:forces:R:3:lowdin_charge:R:1
C -2.2510 1.0121 0.0516 -3.2 0.2 -2.2 -0.10
C 0.4478 -0.2454 0.1737 0.9 3.1 0.7 -0.23
C 1.7168 -0.7387 -0.0877 -1.9 -2.2 1.5 -0.12
C 3.0038 0.0039 0.0742 -0.2 3.0 -2.1 -0.21
H -3.3631 1.1246 -0.6150 3.4 1.1 2.4 0.15
H -1.7346 1.7655 0.7998 -1.3 -1.7 -1.4 0.11
H -0.7186 -1.8100 -0.5362 -0.6 2.9 4.2 0.26
H 0.2384 0.8436 0.3494 1.3 -0.6 -0.3 0.10
H 1.6653 -1.9085 -0.1472 0.8 2.3 -0.1 0.12
N -1.9334 -0.1514 -0.3609 1.2 0.8 2.4 -0.12
N -0.8412 -0.7912 0.4208 1.6 -5.4 -6.3 -0.07
N 3.7698 0.8955 -0.1225 -2.2 -3.5 1.2 0.12
```
Forces are in eV/Å.


Record 3
Here is a single C6H12O molecule from OMol25. Energies are from the ωB97M-V functional and the def2-TZVPD basis.

Properties
charge	0
HOMO-LUMO gap	11.043	eV
energy above the lowest of the compared OMol25 structures with the same formula, charge and spin	99.91	kJ/mol
SMILES	C[C@@H]1C[C@@H]1[C@@H](C)O

Geometry as XYZ:
```
19
Properties=species:S:1:pos:R:3:forces:R:3:lowdin_charge:R:1
C -2.0874 -0.9579 0.0006 0.0 -0.1 0.0 -0.07
C -1.4776 0.4239 0.1186 -0.1 0.0 0.1 -0.29
C -0.7070 0.9505 -1.0584 0.1 0.1 -0.2 -0.09
C 0.0085 0.7107 0.2377 0.0 0.0 0.2 -0.23
C 1.0909 -0.3348 0.4002 -0.1 0.1 -0.4 -0.43
C 2.3660 0.0833 -0.3109 0.0 0.0 0.0 -0.04
O 1.4227 -0.4896 1.7745 -0.2 -0.2 0.2 -0.03
H -1.3914 -1.6818 -0.4393 -0.1 0.1 0.1 0.07
H -2.9557 -0.9158 -0.6673 0.1 0.0 0.1 0.08
H -2.4321 -1.3514 0.9635 0.1 0.1 -0.1 0.07
H -2.1018 1.1363 0.6591 0.1 -0.1 -0.2 0.13
H -0.5271 0.2341 -1.8593 0.0 0.1 0.1 0.11
H -0.8434 1.9690 -1.4090 0.0 -0.1 0.1 0.10
H 0.2391 1.6102 0.8088 0.0 -0.1 -0.1 0.15
H 0.7452 -1.2970 -0.0167 0.1 0.2 0.1 0.14
H 2.1843 0.1877 -1.3848 0.0 0.0 0.1 0.08
H 3.1545 -0.6558 -0.1468 -0.1 0.1 0.0 0.08
H 2.7086 1.0487 0.0756 0.0 -0.1 0.0 0.09
H 0.6037 -0.6702 2.2541 0.2 0.0 0.0 0.09
```
Forces are in eV/Å.


Which of these has the lowest energy above the lowest of the compared OMol25 structures with the same formula, charge and spin?
C28H24N5RuS5Sb2